[1]
15
Properties=species:S:1:pos:R:3:forces:R:3 method="wB97M-V/def2-TZVPD" homo_lumo_gap_ev=9.79 charge=0 homo_energy_ev=-8.817
C 0.580522 1.651167 0.101910 -0.3660 1.0656 0.2280
N -0.718485 1.540564 0.127386 1.9381 1.1038 -0.0378
N -1.187771 0.429865 -0.521948 -1.2547 -0.7849 -0.1986
C -1.867905 -0.558990 0.324711 -1.4981 0.5133 -0.5323
C -0.554722 -0.898982 -0.249931 0.0757 -0.1372 0.6829
C 0.716209 -0.608943 0.450610 -0.6464 -1.1720 0.8923
N 2.153520 -0.525401 0.194831 0.1375 -0.6723 -0.9083
C 1.255097 0.452826 -0.415171 0.5738 0.5900 -0.8603
H 1.061088 2.568558 0.469333 -0.4065 -0.4559 0.0243
H -2.073321 -0.285584 1.368522 0.3889 -0.2428 -0.4352
H -2.730903 -0.904080 -0.275349 0.3626 -0.3203 0.9660
H -0.581908 -1.559859 -1.057584 0.1239 -0.8095 -1.4134
H 0.467936 -0.374297 1.471974 0.5132 0.3617 0.2780
H 2.527863 -1.187175 -0.520628 -0.5258 0.8394 0.6533
H 0.952780 0.260335 -1.468671 0.5839 0.1211 0.6612

***

[2]
15
Properties=species:S:1:pos:R:3:forces:R:3 method="wB97M-V/def2-TZVPD" homo_lumo_gap_ev=9.32 charge=0 homo_energy_ev=-8.782
C -2.406057 -0.449616 0.020522 -2.6845 -2.0012 0.0823
C -1.169772 0.320298 0.001843 2.3303 1.8643 -0.3455
C 0.839197 1.077052 -0.196632 1.0328 -0.9926 0.7091
C 2.122480 0.390043 0.076397 4.9568 1.3123 1.7244
C 1.400624 -0.966718 -0.080077 -3.1212 -1.5208 1.2100
H -3.124655 0.373569 0.738249 1.4220 -3.1720 -2.6376
H -2.447905 -1.895102 0.457010 0.4942 4.8306 -0.8504
H -2.642302 -0.639466 -1.150528 -0.3874 0.6965 2.9312
H 2.604127 0.848506 1.146818 -1.7000 -2.1027 -2.2895
H 3.083151 0.445228 -0.508988 -1.3434 0.3651 -0.1989
H 1.273121 -1.717487 0.790045 0.7640 1.3519 -1.2851
H 1.316023 -1.552004 -1.056096 1.2324 0.9548 1.2105
N -1.132912 1.700868 -0.071517 -1.6921 -2.4739 1.2989
N 0.137228 2.145400 -0.045952 0.1989 0.2662 -1.1262
N 0.147646 -0.080576 -0.121101 -1.5028 0.6214 -0.4334

***

[3]
15
Properties=species:S:1:pos:R:3:forces:R:3 method="wB97M-V/def2-TZVPD" homo_lumo_gap_ev=10.63 charge=0 homo_energy_ev=-9.780
N -0.966387 2.868580 -1.557516 -0.0548 0.1820 0.2624
C -0.368793 2.467276 -0.663009 0.0858 -0.8252 0.1240
C 0.517171 1.802125 0.332088 1.0047 1.1662 -0.2689
N 0.720139 0.406756 -0.009462 -0.0729 0.8407 0.3451
C 0.553743 -0.417736 0.920427 -2.0892 -1.7313 1.2901
N 0.520443 -1.818419 0.643058 -0.1902 1.3676 -1.0821
C -0.799343 -2.433417 0.651185 -0.3276 1.1869 -0.7120
C -0.087678 -2.173146 -0.678742 0.6690 -2.4045 1.4919
H 0.194983 1.976225 1.373296 -0.1376 -0.0216 -0.3975
H 1.468510 2.374719 0.188218 -0.4495 -0.5702 0.3181
H 0.155790 -0.253945 2.014044 1.1198 0.3080 -1.8350
H -1.733977 -1.882725 0.951540 1.2112 -0.0942 -0.6160
H -0.785603 -3.391207 1.060522 -0.0140 -1.5632 0.5024
H -0.552596 -1.440029 -1.300285 0.2687 0.6323 -0.2077
H 0.442933 -3.052065 -1.191590 -1.0232 1.5264 0.7852

***

[4]
15
Properties=species:S:1:pos:R:3:forces:R:3 method="wB97M-V/def2-TZVPD" homo_lumo_gap_ev=10.04 charge=0 homo_energy_ev=-9.626
C 1.750950 -0.020686 0.201771 -1.2031 0.4530 0.2941
C 0.209569 0.049743 0.544597 1.0521 0.1374 -0.0753
C -0.192864 0.277797 1.864010 -0.3001 -0.5745 -2.3858
N -1.481029 0.396235 2.177267 -0.1448 0.2142 -0.3118
N -2.390598 0.362795 1.219957 -0.1033 -0.2429 0.0590
N -2.104424 0.132242 -0.057214 0.5801 0.1508 1.0070
C -0.829453 -0.043594 -0.407339 1.1668 0.3206 0.0802
C -0.540599 -0.297994 -1.869394 -0.7567 1.0482 0.6634
H 2.351812 0.099554 1.123249 -0.4273 -0.0220 -0.4082
H 2.034842 -0.977275 -0.245488 -0.1799 0.1268 -0.0438
H 2.036771 0.798903 -0.494731 -0.2583 -0.5611 0.3988
H 0.577271 0.324694 2.593457 0.1258 0.1724 1.0313
H -0.370106 -1.334733 -1.986726 0.0293 -1.2645 -0.3692
H -1.408690 0.031843 -2.450937 0.2767 -0.2412 0.0285
H 0.356548 0.200475 -2.212478 0.1428 0.2828 0.0318

***

[5]
16
Properties=species:S:1:pos:R:3:forces:R:3 method="wB97M-V/def2-TZVPD" homo_lumo_gap_ev=9.73 charge=0 homo_energy_ev=-9.002
C 3.003921 -0.189651 -0.190387 -1.1064 -3.6572 10.8270
C 1.586857 -0.030478 0.400132 0.0182 0.8011 -2.5332
O 1.339890 0.768780 1.234042 -0.4673 1.1326 2.4064
N 0.584743 -0.657247 -0.339520 -5.8595 5.3881 15.0145
C -0.798233 -0.397899 -0.069842 2.5487 2.4224 -1.6639
N -1.596719 -1.154919 0.527585 -1.6837 -2.5775 1.4905
C -2.797749 -0.525180 0.588080 0.4898 3.8913 -2.6725
C -2.728233 0.726373 -0.076739 5.5739 -4.9815 1.5373
N -1.337236 0.816919 -0.431758 -6.5899 -7.4806 4.3946
H 3.063793 -1.275730 -0.228409 1.2682 0.1262 -0.5131
H 3.668890 0.389346 0.661504 -1.3291 -2.1646 -1.9777
H 3.141035 0.346829 -0.929790 1.0350 4.5302 -7.8422
H 0.913581 -0.911573 -1.040492 5.4295 -5.9199 -14.8724
H -3.755839 -0.812675 0.874871 -0.9168 -1.4335 1.0428
H -3.395517 1.448646 -0.143738 -2.7267 3.2873 -0.5728
H -0.893177 1.458466 -0.835539 4.3162 6.6354 -4.0651

***

[6]
16
Properties=species:S:1:pos:R:3:forces:R:3 method="wB97M-V/def2-TZVPD" homo_lumo_gap_ev=8.08 charge=0 homo_energy_ev=-8.482
C 2.750390 -0.787601 1.438492 -0.1097 3.2669 -0.1131
C -0.172066 -0.308841 -0.282059 -2.9364 -1.5650 -0.8426
C -1.613653 1.984958 -0.345661 -1.0517 -2.5446 -7.2375
C -1.218785 -1.286211 -0.922332 -1.8003 -8.0413 -3.0804
C -1.664380 -2.473883 -1.488429 2.4530 7.1050 4.9818
H 3.288787 -1.548966 0.897215 -0.1845 -0.7061 0.2307
H 3.543084 0.071167 1.632774 -1.5872 -2.0314 0.6692
H 2.000119 -1.152060 2.293860 2.1841 0.9660 -1.8242
H -0.244907 1.688308 0.901363 0.5015 -3.7247 -4.0253
H -1.747780 2.866275 0.618980 0.1528 -2.7601 -3.4686
H -2.805103 2.593322 -1.754302 -0.2054 -0.7500 -1.0263
H -2.221098 -3.512509 -1.504276 1.2945 2.8851 -0.2292
N 0.859504 -0.927953 0.204614 0.0990 2.1856 -1.9712
N -0.537302 1.060558 -0.212666 1.0281 4.6819 7.0266
N -2.187756 1.754249 -1.870705 1.4378 3.3708 8.6710
O 1.970947 -0.020815 0.393132 -1.2757 -2.3379 2.2393

***

[7]
16
Properties=species:S:1:pos:R:3:forces:R:3 method="wB97M-V/def2-TZVPD" homo_lumo_gap_ev="5.70 / 7.68" charge=0 homo_energy_ev="-4.850 / -9.274" multiplicity=3 s2=2.0151
C -0.171035 -1.795097 -0.344349 3.5633 0.8830 0.7495
C 1.096141 -1.344673 -0.069879 1.2709 -7.1139 -1.3353
C -1.169691 -0.877120 -0.130303 -2.8530 -0.4004 -0.4775
C 1.497456 -0.102946 0.203651 -0.9244 6.5361 0.8109
C 0.377102 0.970342 0.057209 2.2426 -1.2670 1.0027
N 0.593005 2.202606 -0.055731 0.8150 1.2237 -0.7696
N -0.861489 0.400489 0.211486 -2.6385 -0.9897 -0.1173
N -2.119635 1.037914 0.235842 1.9234 1.6246 2.8757
O 2.781614 0.270536 0.569833 -0.9923 -1.8803 -0.6351
H -0.374034 -2.764265 -0.647461 -0.2013 -1.6490 -0.4231
H 1.974258 -2.110857 -0.120852 -1.6142 1.0713 -0.0747
H -2.249359 -1.077296 -0.267769 1.0678 0.0260 0.2992
H -0.203690 2.783552 -0.323485 -0.1247 -0.3283 0.5304
H -2.449238 1.147416 -0.675872 -0.6245 0.9650 -1.7396
H -1.971653 1.865709 0.824992 -0.7823 -0.0324 -0.8618
H 3.250253 -0.606309 0.532686 -0.1278 1.3314 0.1656

***

[8]
18
Properties=species:S:1:pos:R:3:forces:R:3 method="wB97M-V/def2-TZVPD" homo_lumo_gap_ev="7.69 / 7.69" charge=0 homo_energy_ev="-8.551 / -8.551"
C 0.450153 -1.031305 -0.111778 0.3378 1.2399 -0.1718
C 1.508136 -0.155125 0.014055 -1.5948 -1.2839 -0.8872
C 1.219144 1.228381 -0.051680 -0.2925 -0.1067 1.5451
C -1.146906 0.659795 -0.153901 -0.4577 -2.5933 0.8071
C 2.902428 -0.585579 0.040529 1.6664 -0.6799 -1.8113
N -0.136299 1.490211 0.070618 -1.1666 1.9156 -0.7031
N -0.892264 -0.607296 -0.249896 1.6975 -2.3599 -0.3757
N -3.379470 -0.478262 0.150198 0.6536 -0.4069 1.4406
O 2.008869 2.130505 0.033441 0.8911 1.1419 -0.5163
O -2.412402 1.048287 -0.109412 0.4881 1.0361 -0.2765
O -3.158844 -0.998198 1.245522 -1.1425 0.8441 -1.8526
H 0.800259 -2.098684 -0.114290 -1.4160 0.8322 -0.1046
H 3.356911 -0.516296 1.010645 0.4042 0.6428 0.4479
H 3.553035 -0.047172 -0.782355 -1.2310 -1.0160 1.8030
H 2.908003 -1.674282 -0.147668 0.2236 0.3685 -0.2618
H -0.427177 2.436018 0.002748 0.2865 1.2344 0.2943
H -2.893609 -0.723006 -0.685826 1.4046 -1.5558 -0.5250
H -4.259972 -0.077988 -0.160947 -0.7523 0.7470 1.1479

***

Energy above the lowest of the compared OMol25 structures with the same formula, charge and spin (kJ/mol)
614.80 610.23 320.91 238.13 334.76 1252.84 0.00 387.89